ORCA calculation (wB97M-V/def2-TZVPD) on a cluster of 2 separate species, C2H7N2O in total.

```
12
Properties=species:S:1:pos:R:3:forces:R:3
C 1.1659 -1.6839 0.7364 -4.2 -5.3 1.7
N -0.1406 -1.9436 0.7353 3.4 -0.7 0.8
H 1.7968 -2.5187 1.1587 -0.2 1.6 -0.5
H 1.3695 -0.8138 0.2528 1.5 2.2 -1.0
H -0.6514 -1.0892 0.2431 -0.4 -1.2 1.1
H -0.4661 -2.8170 1.2236 0.2 1.3 -0.9
C -0.6954 1.3759 -0.2665 0.5 -0.5 -0.4
N 0.0723 2.1185 -1.0550 -0.5 0.8 0.1
O -0.4504 0.1580 -0.1296 -0.4 2.6 -0.8
H -1.4994 1.8768 0.2675 -0.2 0.0 -0.1
H 0.8789 1.5979 -1.4207 -0.5 1.0 -0.3
H -0.1693 3.1247 -1.2699 0.8 -1.9 0.3
```
Positions in Å, forces in eV/Å.

Calculated values
total charge = +1
LUMO = -4.493 eV
orbital gap = 10.9 eV
E_tot = -7207.677 eV



ORCA calculation (wB97M-V/def2-TZVPD) on a cluster of 2 separate species, C2H7N2O in total.

```
12
Properties=species:S:1:pos:R:3:forces:R:3
C -0.4996 1.9680 -1.6123 0.3 -0.6 0.3
N 0.4113 1.8781 -0.7246 -1.2 1.0 -0.5
H -0.6974 2.8842 -2.1525 0.2 0.0 -0.1
H -1.0582 1.0559 -1.7933 -0.3 0.2 -0.1
H 0.3732 1.0180 -0.1251 0.9 -0.4 0.1
H 0.9522 2.7162 -0.5317 0.2 -0.3 0.3
C 0.3930 -1.3578 1.1671 0.0 0.6 0.1
N -0.2424 -2.5124 1.1834 -0.2 -0.7 -0.1
O 0.2721 -0.5274 0.2655 -0.3 0.1 -0.2
H 1.0156 -1.1219 2.0334 0.1 -0.3 0.1
H -0.0558 -3.2340 1.8622 0.1 0.2 0.1
H -0.8641 -2.7670 0.4278 0.1 0.2 0.0
```
Positions in Å, forces in eV/Å.

Calculated values
total charge = +1
LUMO = -4.745 eV
orbital gap = 10.0 eV
E_tot = -7208.625 eV



ORCA calculation (wB97M-V/def2-TZVPD) on a cluster of 2 separate species, C2H7N2O8S2 in total.

```
21
Properties=species:S:1:pos:R:3:forces:R:3
C -2.0690 0.6648 -0.5479 -0.2 -0.1 2.9
C -0.7207 1.1774 -0.0302 -1.1 -1.2 1.7
N -0.5537 0.8545 1.2964 -0.7 1.6 -0.9
N 0.1765 1.7300 -0.7297 -1.2 0.6 -1.5
O -2.3584 -1.2416 1.3807 -0.4 1.0 1.6
O 2.5798 1.3125 -0.4139 1.6 -2.3 0.5
O -0.0836 -1.4565 0.5490 -1.1 -1.0 -0.7
O -1.8768 -3.0527 -0.0385 0.6 0.4 -1.1
O 1.8579 -1.0047 -1.0369 1.8 0.7 0.1
O 4.2581 -0.5157 -0.6588 1.7 0.1 -2.0
O -1.9953 -0.6817 -0.9691 1.0 -1.2 0.0
O 2.8141 -0.5530 1.1671 -1.3 -0.7 4.0
S -1.5170 -1.7109 0.3236 -0.2 -1.5 -1.2
S 2.9773 -0.2498 -0.1724 -2.5 2.3 -2.4
H -2.4747 1.3515 -1.2796 -0.2 -0.4 -0.4
H -2.6820 0.5792 0.4091 0.0 1.0 -1.5
H -1.1730 0.0901 1.5604 0.3 0.6 0.7
H 0.3983 0.7301 1.5549 0.7 -0.1 0.4
H 1.0990 -1.2612 -0.4530 -0.3 -0.1 0.3
H 1.5780 1.4761 -0.2223 0.4 0.1 -1.1
H -0.2349 1.7617 -1.6889 1.2 0.3 0.7
```
Positions in Å, forces in eV/Å.

Calculated values
total charge = -1
LUMO = 3.335 eV
orbital gap = 9.9 eV
E_tot = -43220.326 eV



ORCA calculation (wB97M-V/def2-TZVPD) on an isolated molecule of C2H7N2OP.

```
13
Properties=species:S:1:pos:R:3:forces:R:3
C 1.2233 0.0757 -1.7317 -1.7 -1.5 1.3
C 0.0964 -0.1563 1.6855 4.7 0.3 1.3
N 0.2571 0.4615 -1.0107 0.6 -0.5 0.4
N -1.9206 0.6142 0.3754 1.2 -0.3 -0.1
O 1.7356 -1.1672 -1.9853 -0.1 1.0 0.0
P -0.6683 -0.5140 0.0667 -0.3 0.1 0.7
H 1.6843 0.8429 -2.2306 1.8 1.3 -1.6
H 1.1179 -1.8551 -1.7209 -0.2 -0.1 0.4
H -0.6510 0.0137 2.3828 -1.9 -0.1 1.1
H 0.8236 -0.8852 2.2208 -1.2 0.5 -1.4
H 0.7010 0.8144 1.8484 -0.8 -1.0 -1.1
H -2.7751 0.2324 0.0693 -1.2 0.4 -0.7
H -1.6242 1.5228 0.0304 -0.7 0.0 -0.1
```
Positions in Å, forces in eV/Å.

Calculated values
total charge = 0
LUMO = 0.877 eV
orbital gap = 9.4 eV
structure (SMILES) = CP(N)/N=C\O
E_tot = -16503.472 eV



ORCA calculation (wB97M-V/def2-TZVPD) on a structure of composition C2H7N2OS.

```
13
Properties=species:S:1:pos:R:3:forces:R:3
C 0.1181 0.1317 0.2686 -1.8 -2.2 0.1
C 0.8085 -1.2443 0.2032 -0.3 0.9 0.4
N -1.1569 0.1720 0.7738 1.7 -1.2 -0.5
N 0.6558 1.1668 -0.2153 1.2 4.8 -1.9
O -1.9377 2.5839 -1.2759 -0.2 1.4 -2.1
S -0.7286 3.0344 -0.3490 1.5 -2.0 0.0
H -0.0212 -1.9367 0.4095 1.0 -0.3 0.7
H 1.7160 -1.1818 0.8773 -1.3 -0.7 -0.5
H 1.1357 -1.5273 -0.7991 0.1 0.6 0.0
H -1.6824 -0.6891 0.9079 0.4 0.5 0.1
H -1.6013 1.0410 0.9631 -0.3 0.5 0.0
H 1.6431 1.2967 -0.6597 -2.6 -0.8 1.3
H -1.9763 3.0484 -2.2193 0.6 -1.4 2.5
```
Positions in Å, forces in eV/Å.

Calculated values
total charge = +1
LUMO = -6.090 eV
orbital gap = 8.3 eV
E_tot = -18041.547 eV



ORCA calculation (wB97M-V/def2-TZVPD) on a structure of composition C2H7N2OS.

```
13
Properties=species:S:1:pos:R:3:forces:R:3
C 1.1254 0.6360 -0.6484 -3.4 1.7 0.2
C -2.5836 -0.3851 0.3334 1.3 -1.1 1.0
N 0.9832 0.1270 -1.8330 0.5 -1.6 -1.3
N 2.2072 0.8330 -0.0088 2.8 1.0 3.0
O -1.9938 0.6816 -0.3665 1.2 2.1 -0.7
S -0.8628 1.5813 0.3470 1.8 -1.8 -1.9
H -3.5492 -0.4801 -0.0695 -1.4 -0.1 -0.3
H -2.5926 -0.1073 1.3967 -0.1 -0.7 -0.2
H -2.0108 -1.3033 0.0804 -0.3 0.4 0.6
H 1.5592 -0.5856 -2.3045 0.5 0.7 0.8
H 0.1796 0.2522 -2.4085 -1.1 0.4 0.4
H 3.2179 0.6114 -0.2406 -1.8 0.1 -0.2
H 2.1339 1.3780 0.8941 0.1 -1.2 -1.4
```
Positions in Å, forces in eV/Å.

Calculated values
total charge = +1
LUMO = -5.319 eV
orbital gap = 8.5 eV
E_tot = -18041.191 eV



ORCA calculation (wB97M-V/def2-TZVPD) on an isolated molecule of C2H7N2P.

```
12
Properties=species:S:1:pos:R:3:forces:R:3
C -1.2102 -0.4767 0.5876 -2.0 -1.1 -1.2
C -1.5475 0.7097 -0.2223 -1.1 -3.3 -3.8
N -0.2956 -0.0305 -0.3797 0.8 0.1 -1.1
N 2.2598 -0.6205 -0.1527 0.0 1.0 1.1
P 1.1555 0.6102 0.2316 1.3 1.4 0.2
H -1.0790 -0.3124 1.5911 0.8 0.5 2.4
H -1.6880 -1.4214 0.3955 -0.2 -0.2 -0.2
H -2.2202 0.6033 -1.1778 1.2 0.4 2.2
H -1.4755 1.6001 0.2384 -0.1 3.1 1.4
H 2.7443 -1.0464 0.6436 -0.6 -0.1 -0.9
H 1.9119 -1.1750 -0.8982 0.3 -1.0 -0.5
H 1.4444 1.5597 -0.8571 -0.4 -0.8 0.5
```
Positions in Å, forces in eV/Å.

Calculated values
total charge = 0
LUMO = 1.263 eV
orbital gap = 9.5 eV
structure (SMILES) = NPN1CC1
E_tot = -14454.918 eV



ORCA calculation (wB97M-V/def2-TZVPD) on a cluster of 2 separate species, C2H7N2PS in total.

```
13
Properties=species:S:1:pos:R:3:forces:R:3
C -0.4306 -1.5390 -0.2830 -1.0 3.3 -1.3
C -0.8030 1.5864 -0.0471 -1.0 -2.5 0.5
N -0.1442 -0.5622 0.7798 2.4 -3.1 2.5
N -0.0389 0.7148 0.8706 0.0 2.1 -1.3
P 2.5653 1.1502 -0.2753 -0.4 -0.6 0.4
S 2.7245 -0.7451 -0.0313 0.6 0.4 -0.2
H 0.4772 -1.8510 -0.7937 0.0 -0.3 0.2
H -1.0522 -2.3186 0.1083 -0.2 -0.4 0.1
H -0.9877 -0.8635 -0.9776 0.0 -1.3 -0.1
H -0.2821 2.4858 0.0217 0.3 1.8 0.0
H -0.7933 1.2524 -1.0973 -0.1 0.0 0.3
H -1.8636 1.6469 0.3273 0.9 0.2 -0.5
H 0.6285 -0.9569 1.3977 -1.5 0.5 -0.7
```
Positions in Å, forces in eV/Å.

Calculated values
total charge = 0
LUMO (spin up / spin down) = -0.525 / -1.087 eV
orbital gap (spin up / spin down) = 6.7 / 6.0 eV
E_tot = -25288.029 eV



ORCA calculation (wB97M-V/def2-TZVPD) on an isolated molecule of C2H7N2PS.

```
13
Properties=species:S:1:pos:R:3:forces:R:3
C 0.8224 -1.2230 0.2937 -0.2 -0.4 -1.5
C 0.5226 1.5563 -0.0856 -1.7 -2.2 -0.8
N -0.0383 -0.6679 -0.7227 -0.5 -0.9 -0.3
N -0.5341 0.5156 -0.2721 -2.7 1.9 2.2
P -2.2729 0.7953 0.3809 3.3 -1.3 -1.3
S -3.1102 -0.9261 0.1554 0.0 0.4 0.1
H 0.5608 -1.0053 1.2652 -1.3 0.5 2.3
H 0.8317 -2.2540 0.1679 0.2 -2.0 -0.2
H 1.7952 -0.8715 0.2000 2.0 0.6 -0.5
H 1.4210 1.3873 0.4688 0.0 -0.6 1.2
H 0.8455 1.6355 -1.0586 1.1 0.9 -2.4
H -0.0394 2.3800 0.1678 -0.6 2.2 0.9
H -0.8044 -1.3222 -0.9605 0.4 0.7 0.4
```
Positions in Å, forces in eV/Å.

Calculated values
total charge = 0
LUMO = -0.610 eV
orbital gap = 7.5 eV
structure (SMILES) = CNN(C)P=S
E_tot = -25290.000 eV



ORCA calculation (wB97M-V/def2-TZVPD) on a cluster of 2 separate species, C2H7N2S in total.

```
12
Properties=species:S:1:pos:R:3:forces:R:3
C 0.3185 -0.9576 2.2284 0.2 0.5 0.5
S -0.7827 -1.7068 1.0066 -0.1 -0.2 0.0
H 1.3814 -1.1220 2.0616 0.2 -0.3 -0.3
H 0.1300 -1.3287 3.2376 -0.1 -0.1 0.1
H 0.2279 0.1344 2.2804 -0.2 0.0 0.0
N 0.4610 -0.1761 -1.4214 -3.0 0.2 0.9
C -0.4777 0.7933 -1.5655 0.3 0.9 0.0
N -0.2887 1.8583 -2.2752 0.0 -0.5 -0.3
H 1.3073 0.1605 -1.7576 2.1 0.0 -0.3
H 0.2278 -0.7430 -0.5496 0.7 -0.2 -0.6
H -1.3667 0.6772 -0.9452 -0.1 -0.5 -0.1
H -1.1380 2.4104 -2.3001 0.0 0.1 0.2
```
Positions in Å, forces in eV/Å.

Calculated values
total charge = -1
LUMO = 4.258 eV
orbital gap = 7.1 eV
E_tot = -16003.788 eV



Here are the calculated max |F| numbers, same order: 7.0 1.7 4.2 4.8 5.3 4.2 5.1 4.7 4.0 3.1 (eV/A).
Here are the calculated energy above the lowest of the compared OMol25 structures with the same formula, charge and spin numbers, same order: 141.63 50.19 0.00 164.38 196.82 231.20 114.07 261.32 71.17 19.52 (kJ/mol).